[1]
16
Properties=species:S:1:pos:R:3:forces:R:3 method="wB97M-V/def2-TZVPD" smiles="CN1C=N[C@H]2[C@@H](O)[C@H]21" homo_ev=-8.2 orbital_gap_ev=9.1 lumo_ev=0.9369 de_lowest_kj_mol=204.8
O -1.1126 -1.1522 -1.1137 0.258 0.050 0.089
N 1.0314 0.1529 0.2704 1.680 -0.002 -0.369
N -0.5813 1.5639 -0.3147 -0.505 -0.451 0.066
C -0.0630 -0.3054 1.0440 0.237 -1.386 0.247
C 0.6313 1.1680 -0.5248 -0.894 1.308 -0.611
C -1.2447 -0.8323 0.2402 -0.548 0.113 -0.257
C 2.1667 -0.6750 -0.0340 0.368 -1.588 0.583
C -1.1534 0.6104 0.6633 -0.335 1.199 -0.822
H 2.9624 -0.1416 -0.5634 -0.412 0.043 -0.005
H 0.1567 -0.7130 2.0187 0.086 0.104 0.170
H -1.1591 -0.3233 -1.6174 -0.059 -0.128 0.129
H -2.0330 -1.4246 0.7482 0.816 0.434 -0.242
H 1.8279 -1.5655 -0.6032 0.328 0.473 -0.059
H 2.6311 -1.1077 0.8878 -0.417 0.597 -0.471
H -1.9146 0.9729 1.3215 -0.112 0.357 0.270
H 1.2570 1.7090 -1.3049 -0.492 -1.122 1.282


[2]
7
Properties=species:S:1:pos:R:3:forces:R:3 method="wB97M-V/def2-TZVPD" homo_ev="-8.9 / -7.7" orbital_gap_ev="8.5 / 7.2" lumo_ev="-0.3398 / -0.5458" de_lowest_kj_mol=400.4
S 3.1476 -0.0849 0.0185 0.084 -0.210 0.148
N 0.0771 -1.0856 -0.2122 -0.332 -5.346 1.707
C 1.7095 0.4451 -0.0348 -0.334 0.126 -0.906
C 0.1552 0.2042 -0.2777 -0.323 3.414 -1.272
H -0.1688 0.4382 -1.3562 1.065 0.992 1.412
H -0.2645 0.8736 0.4740 -0.632 0.137 -0.076
H -0.1413 -1.5040 0.7312 0.472 0.888 -1.012


[3]
16
Properties=species:S:1:pos:R:3:forces:R:3 method="wB97M-V/def2-TZVPD" smiles=CC.CC homo_ev=-10.8 orbital_gap_ev=11.9 lumo_ev=1.0622 de_lowest_kj_mol=169.2
C -0.6780 1.4422 2.1425 -1.327 -2.662 -0.456
C 0.7257 -0.8793 -1.6123 -3.340 -2.283 3.586
C -0.0283 -0.0151 2.3413 2.227 2.456 3.470
C 0.1488 -0.4938 -2.9201 -2.596 1.074 -2.469
H -0.9029 -0.9019 -3.0027 1.020 0.083 0.247
H -1.1581 1.4627 1.1554 -0.236 -0.004 0.265
H 0.4735 -2.0231 -1.3865 1.459 1.890 -1.066
H -0.0965 -0.6095 -0.7443 2.371 0.461 -1.853
H -0.0290 2.2606 2.1204 1.377 1.002 0.308
H 1.1593 0.1251 2.6558 -3.033 -0.198 -0.016
H 0.6155 -0.8667 -3.8431 0.402 -0.113 0.522
H 1.7496 -0.6114 -1.3529 -0.290 -0.008 -0.010
H -0.6175 -0.4917 3.2189 1.364 0.204 -1.815
H 0.1932 -0.6047 1.4942 -0.966 -0.727 -1.119
H -1.4587 1.6108 2.9191 0.604 -0.079 -0.610
H -0.0967 0.5956 -3.1857 0.964 -1.095 1.017


[4]
97
Properties=species:S:1:pos:R:3:forces:R:3 method="wB97M-V/def2-TZVPD" homo_ev="-11.2 / -11.2" s2=3.76 total_charge=+1 orbital_gap_ev="7.2 / 8.0" lumo_ev="-3.9953 / -3.2154" spin_multiplicity=4
Cr 11.3905 9.1461 10.6600 -1.316 -1.528 -0.665
O 8.4717 12.2764 8.9158 0.323 -0.380 0.786
O 10.6162 16.2590 6.4211 -0.406 -0.248 -0.211
O 11.3038 18.3422 9.3010 -0.194 0.113 -0.003
O 12.8399 12.0956 5.9347 -0.170 -0.233 0.219
O 7.8448 12.7763 13.2304 0.086 -0.605 0.016
O 13.7778 16.8595 11.0313 -0.073 -0.284 -0.256
O 11.2896 7.2198 10.6051 -0.024 1.583 0.517
O 13.1144 11.8658 16.2529 -0.255 -0.154 0.144
O 7.3350 9.6462 12.7382 0.369 -0.166 -0.034
O 6.9056 15.3643 10.0861 -0.275 -0.169 -0.647
O 5.8344 12.6105 10.0622 -0.090 -0.788 -0.154
O 15.3762 15.4344 7.8332 0.054 -0.041 0.320
O 11.3747 12.9511 9.3721 0.428 -0.423 0.302
O 12.2226 17.8880 13.4805 0.961 0.002 0.326
O 12.8163 9.2751 12.0996 0.018 -0.250 -0.220
O 9.5181 16.4336 14.7827 0.197 0.013 0.398
O 12.4478 15.1340 8.2748 0.112 0.545 -0.724
O 12.8795 9.3450 9.2990 -0.447 -0.395 0.105
O 10.6537 12.6419 14.2027 -0.136 -0.241 0.300
O 11.1937 9.3000 14.6618 -0.006 -0.510 -0.456
O 14.7390 11.7829 9.5532 -0.198 -1.089 -0.161
O 13.4946 12.1632 13.2326 0.197 -1.323 -0.398
O 13.4576 14.6075 14.3956 0.076 -0.190 -0.308
O 9.6632 15.1126 9.4158 -0.703 0.526 0.149
O 10.8021 13.0690 11.4272 -0.449 1.255 1.992
O 15.5034 9.5988 7.9272 -0.286 -0.599 -0.060
O 6.7338 15.0344 12.6286 -0.292 0.685 0.527
O 14.8081 14.3689 10.7494 0.317 -1.296 -0.286
O 9.8966 9.3113 9.2050 0.220 -0.502 1.207
O 11.3150 11.2308 10.5763 1.068 -3.840 0.716
O 10.6234 10.1960 6.7687 -0.243 -0.460 0.320
O 9.9435 9.3485 12.1679 1.444 -0.243 -0.956
O 8.1341 14.0160 6.6456 -0.077 -0.551 0.031
O 10.8576 15.8844 11.9711 0.372 0.327 0.663
N 11.1936 12.4334 10.4942 -0.497 1.409 -2.928
H 9.5448 14.2386 9.7879 0.107 -0.504 0.055
H 10.8666 12.6266 13.2696 -0.165 -0.099 -0.591
H 7.4431 14.6129 6.9327 -0.171 0.174 0.005
H 15.6262 9.9028 7.0279 0.200 0.014 -0.234
H 13.3279 11.7872 15.3231 0.075 -0.047 -0.505
H 9.6329 16.0521 13.9123 0.053 0.010 -0.420
H 11.5002 16.1477 6.7709 0.346 -0.089 0.470
H 8.5641 12.7959 8.1172 -0.075 0.474 -0.753
H 11.5006 6.3036 10.3395 0.185 1.280 0.000
H 10.3852 8.8552 14.9160 -0.162 -0.232 0.538
H 8.9988 9.2894 12.3103 -1.343 0.135 -0.446
H 10.2868 16.0963 11.2325 -0.264 0.013 -0.457
H 13.1265 13.0217 13.4415 -0.069 0.723 0.174
H 10.7491 16.6070 5.5394 -0.134 0.150 -0.256
H 12.1382 17.2320 12.7885 -0.751 -0.302 -0.384
H 10.7865 14.9344 12.0645 -0.035 -0.312 -0.218
H 14.2080 17.4977 10.4622 0.213 0.200 -0.238
H 7.5717 11.9517 8.8881 -0.257 -0.268 -0.115
H 13.5227 10.0533 9.3291 0.242 0.944 0.431
H 13.8238 12.3946 16.6181 0.108 0.082 0.276
H 6.5954 13.1218 9.7870 0.179 0.580 0.277
H 6.9609 14.9836 11.7001 -0.351 0.157 0.079
H 11.1422 9.6275 6.1997 0.001 -0.170 -0.288
H 15.1480 10.3573 8.3905 0.186 0.713 0.079
H 15.6491 16.0990 7.2007 0.127 0.234 -0.167
H 13.2815 15.0835 8.7425 0.315 0.200 0.338
H 10.4915 15.0601 8.9388 0.136 0.345 -0.049
H 11.7654 18.6567 13.1395 -0.217 0.168 0.013
H 11.4248 13.0276 14.6185 0.031 0.232 0.601
H 13.0872 15.4719 14.2174 -0.446 0.494 0.007
H 14.3731 12.6390 9.7755 -0.225 0.838 0.125
H 14.0037 17.1385 11.9186 -0.063 0.358 0.486
H 10.0795 9.6039 8.3122 0.726 0.786 -1.289
H 13.1132 13.0075 5.8345 -0.106 0.327 -0.010
H 7.8532 15.3033 9.9658 0.636 0.351 -0.364
H 6.8507 8.9325 13.1534 -0.198 -0.216 0.254
H 13.0385 8.9119 8.4604 -0.084 -0.546 -0.214
H 12.0166 14.3002 8.4624 0.024 -0.609 0.268
H 8.5010 12.6403 13.9139 0.495 0.139 0.373
H 11.0774 11.0383 6.7448 0.257 0.613 -0.004
H 5.2164 13.2608 10.3959 -0.118 0.222 0.217
H 13.2491 10.0618 12.4313 -0.280 1.128 0.125
H 11.3238 9.9658 15.3372 0.070 0.559 0.186
H 14.8959 14.0123 11.6333 -0.029 0.022 0.252
H 8.5877 16.6539 14.8273 -0.293 -0.016 -0.032
H 15.5450 11.7258 10.0664 0.349 0.081 0.076
H 7.0560 14.2130 12.9997 0.055 -0.220 0.167
H 12.0369 18.9107 9.0652 0.101 0.226 -0.082
H 14.4127 15.2313 10.8768 -0.395 1.004 -0.020
H 10.3281 9.1349 13.0180 0.798 0.301 0.721
H 13.2923 8.5503 12.5051 -0.185 -0.725 -0.036
H 13.5798 11.5857 5.6049 0.173 -0.145 -0.168
H 6.7088 10.0392 12.1302 -0.295 0.297 -0.308
H 14.7849 14.8640 7.3421 -0.149 -0.144 -0.198
H 8.9167 14.5642 6.5892 0.488 0.504 -0.067
H 14.4373 12.3158 13.1667 0.270 0.124 0.070
H 11.7154 17.5297 9.5956 0.109 -0.394 0.148
H 14.1341 14.7673 15.0537 0.131 0.019 0.280
H 8.9625 9.1024 9.2025 -0.198 -0.243 0.506
H 6.5627 15.5328 9.2084 -0.166 0.223 -0.134
H 7.8754 11.9762 12.7059 -0.071 -0.111 -0.117


Copy entry 1 word for word.
16
Properties=species:S:1:pos:R:3:forces:R:3 method="wB97M-V/def2-TZVPD" smiles="CN1C=N[C@H]2[C@@H](O)[C@H]21" homo_ev=-8.2 orbital_gap_ev=9.1 lumo_ev=0.9369 de_lowest_kj_mol=204.8
O -1.1126 -1.1522 -1.1137 0.258 0.050 0.089
N 1.0314 0.1529 0.2704 1.680 -0.002 -0.369
N -0.5813 1.5639 -0.3147 -0.505 -0.451 0.066
C -0.0630 -0.3054 1.0440 0.237 -1.386 0.247
C 0.6313 1.1680 -0.5248 -0.894 1.308 -0.611
C -1.2447 -0.8323 0.2402 -0.548 0.113 -0.257
C 2.1667 -0.6750 -0.0340 0.368 -1.588 0.583
C -1.1534 0.6104 0.6633 -0.335 1.199 -0.822
H 2.9624 -0.1416 -0.5634 -0.412 0.043 -0.005
H 0.1567 -0.7130 2.0187 0.086 0.104 0.170
H -1.1591 -0.3233 -1.6174 -0.059 -0.128 0.129
H -2.0330 -1.4246 0.7482 0.816 0.434 -0.242
H 1.8279 -1.5655 -0.6032 0.328 0.473 -0.059
H 2.6311 -1.1077 0.8878 -0.417 0.597 -0.471
H -1.9146 0.9729 1.3215 -0.112 0.357 0.270
H 1.2570 1.7090 -1.3049 -0.492 -1.122 1.282